1.
42
Properties=species:S:1:pos:R:3:forces:R:3:mulliken_charge:R:1 method="wB97M-V/def2-TZVPD" max_force_ha_per_bohr=0.0153 charge=+1 lumo_energy_ev=-3.71 homo_lumo_gap_ev=8.8 total_energy_ev=-77574.2355
C 2.283878 1.645369 1.163910 0.11 -0.27 -0.11 -0.879
C 2.531745 1.865369 -0.308474 -0.72 -0.18 -0.25 0.276
Cl 3.988533 2.714536 -0.633815 0.00 0.04 -0.06 -0.136
C 1.717707 1.492127 -1.316364 0.39 0.10 0.50 -0.255
Cl 2.106834 1.858262 -2.962567 0.03 -0.06 0.00 -0.108
C 0.373247 0.788301 -1.202135 0.06 0.18 -0.07 -0.034
O -0.273581 1.222943 -0.023521 0.26 -0.32 0.16 -0.566
C -1.523438 0.587431 0.186978 -0.12 0.20 -0.06 0.643
C -2.338827 1.452967 1.135610 -0.10 0.18 -0.16 -1.024
C -3.794788 0.989630 1.254323 0.14 -0.19 0.06 -0.955
C -4.607861 1.180227 -0.022010 0.01 0.01 -0.04 0.952
F -4.624814 0.038665 -0.757332 0.10 0.07 0.06 -0.259
F -5.873904 1.502835 0.237839 0.00 -0.06 0.02 -0.275
F -4.104993 2.135594 -0.831733 -0.02 -0.05 0.14 -0.275
C -1.264547 -0.856327 0.660113 -0.32 -0.07 0.24 -0.886
S -1.242607 -1.205664 2.432228 0.12 -0.11 -0.10 -0.034
N 0.050705 -1.345643 0.066778 -0.33 -0.01 -0.16 0.574
C 0.429854 -0.791246 -1.281184 0.04 0.10 -0.40 -0.462
I -1.100548 -1.520189 -2.650079 0.15 0.08 0.08 0.314
C 1.761687 -1.401964 -1.776158 0.00 -0.29 0.19 -1.459
C 2.939468 -1.502012 -0.786773 0.11 0.02 -0.08 -0.592
C 2.894475 -2.667340 0.199333 -0.67 0.17 0.15 0.862
F 4.039398 -3.290509 0.310056 0.53 -0.19 0.05 -0.266
F 1.951277 -3.596633 -0.112478 0.02 0.13 -0.15 -0.296
F 2.542449 -2.232783 1.450349 -0.02 0.11 -0.16 -0.283
H 1.684383 0.749493 1.340695 0.01 0.14 0.01 0.046
H 3.238559 1.516588 1.679425 -0.12 0.09 -0.06 0.458
H 1.752359 2.495203 1.599389 0.10 -0.05 -0.06 0.311
H -0.207203 1.111136 -2.074639 0.05 0.01 0.13 0.781
H -2.065405 0.533312 -0.767834 0.11 -0.01 0.07 0.246
H -2.304427 2.461844 0.713627 -0.04 -0.11 0.09 0.426
H -1.880492 1.514584 2.126503 -0.03 -0.17 -0.14 0.448
H -3.843985 -0.079808 1.484017 -0.07 0.14 0.07 0.345
H -4.294229 1.500829 2.079106 0.04 0.10 -0.20 0.397
H -2.048839 -1.515617 0.275326 0.14 0.10 -0.05 0.384
H -0.236423 -0.374609 2.751697 -0.05 0.12 -0.01 0.166
H 0.784550 -1.163728 0.757697 0.13 -0.01 -0.03 0.185
H -0.026914 -2.361728 -0.027090 0.24 -0.07 0.17 0.443
H 2.082728 -0.818632 -2.642365 -0.10 0.02 0.15 0.610
H 1.562649 -2.407589 -2.155738 0.00 0.13 0.04 0.776
H 3.856497 -1.630737 -1.370113 -0.18 -0.01 0.02 0.396
H 3.084825 -0.594469 -0.202579 0.00 -0.01 -0.03 0.008

2.
96
Properties=species:S:1:pos:R:3:forces:R:3:mulliken_spin:R:1 method="wB97M-V/def2-TZVPD" max_force_ha_per_bohr=0.0659 charge=+2 s2=6.0320 lumo_energy_ev="-4.34 / -7.28" homo_lumo_gap_ev="8.9 / 6.2" multiplicity=5 total_energy_ev=-151780.5456
Pt 12.282745 13.864436 12.586072 0.75 1.00 0.13 1.487
O 13.165411 11.022170 9.985653 0.09 1.29 0.51 -0.001
S 13.476285 11.073009 11.396793 -0.90 -0.72 0.55 0.050
O 14.744131 11.613556 11.820942 0.09 0.16 -0.05 0.008
O 12.346181 11.662598 12.255749 0.56 -0.30 -0.78 0.081
C 13.443139 9.299759 11.793784 0.06 0.28 -0.43 -0.059
C 13.275777 8.523265 10.648253 -0.34 -0.24 1.05 -0.008
C 13.081558 7.175776 10.767081 -0.18 -1.34 0.92 0.026
C 13.131453 6.520478 11.998910 0.73 1.72 0.22 -0.004
C 13.508484 7.271945 13.131699 -0.20 -0.02 -0.56 0.060
C 13.604697 8.691961 13.053559 0.04 -0.52 -0.69 0.193
P 13.913566 9.678599 14.509912 0.65 -0.06 -0.59 0.275
C 13.238967 8.880767 15.912950 -1.48 0.73 -0.07 0.080
C 11.822037 8.780861 15.897451 -0.07 0.45 -1.60 0.079
C 11.136059 8.269826 16.991621 -0.40 0.32 -1.31 -0.029
C 11.817471 7.820973 18.082422 1.69 -0.58 0.23 0.075
C 13.229266 7.999464 18.128813 -1.21 0.07 1.15 -0.021
C 13.903790 8.604209 17.085467 2.38 -0.84 1.69 0.052
C 15.603723 10.226667 14.722684 -0.53 -1.24 0.64 0.145
C 16.620956 9.701766 13.909413 -0.91 0.92 -0.66 0.034
C 17.895670 10.186557 14.034416 -0.09 0.20 1.77 -0.018
C 18.154725 10.988708 15.196846 0.92 -0.27 -2.09 0.050
C 17.164284 11.450491 16.030104 -1.23 -0.71 0.06 -0.021
C 15.831528 11.016994 15.840639 0.24 0.51 -0.62 0.056
H 13.158412 8.927644 9.683305 0.13 0.75 -0.68 0.003
H 12.871385 6.557417 9.915192 -0.07 0.06 -0.46 0.001
H 12.933677 5.471937 11.999238 0.15 -0.53 0.46 0.002
H 13.802524 6.750522 14.036047 -0.43 0.15 0.16 0.002
H 11.314007 9.118466 14.928871 0.40 -0.60 1.64 0.009
H 10.066883 8.171066 16.968339 -0.30 0.01 -0.18 0.000
H 11.269290 7.225661 18.805581 0.29 0.40 0.36 0.003
H 13.743424 7.750872 19.069964 -0.09 -0.05 -0.72 0.001
H 15.024894 8.712387 17.269943 -1.63 0.08 -0.81 0.000
H 16.271230 9.053973 13.125369 0.43 -0.20 -0.42 0.005
H 18.672818 9.921338 13.330162 0.08 -0.06 0.23 0.000
H 19.201431 11.286653 15.311403 -0.48 0.14 0.29 0.001
H 17.416343 12.124773 16.809059 0.17 0.35 0.75 0.001
H 14.918891 11.259089 16.420335 1.09 0.38 0.03 0.008
C 11.846131 13.498830 7.244215 -0.41 -0.40 0.23 0.000
C 11.726360 14.473261 8.387380 -0.55 0.73 -0.02 -0.002
C 11.644051 15.873971 8.227577 0.47 0.53 -0.47 -0.001
C 11.757655 16.784671 9.299444 -0.66 -3.29 0.47 0.002
C 11.877592 16.188789 10.550548 0.47 -1.51 -1.10 -0.005
Br 12.365517 17.196298 12.011645 -0.02 0.28 1.01 0.034
N 11.884797 14.832849 10.711147 -0.05 0.59 1.21 0.079
C 11.751181 13.998681 9.693999 0.36 -0.90 -1.00 -0.004
H 12.833159 13.712566 6.781852 -0.76 -0.57 -0.11 0.000
H 11.000564 13.544400 6.531536 0.65 0.47 0.12 0.000
H 11.764339 12.460958 7.644381 0.61 0.71 -0.28 0.000
H 11.593236 16.322885 7.218700 -0.06 -0.51 0.53 0.000
H 11.663935 17.821364 9.234950 0.11 1.42 -0.43 0.002
H 11.791082 12.890531 9.900448 -0.10 1.41 -0.19 0.001
N 10.364936 13.888920 13.315822 0.21 -0.13 -0.17 0.979
C 9.264773 13.813933 13.882478 -0.63 -2.26 -0.11 0.025
C 8.543655 14.971059 14.377985 0.25 -0.15 -0.90 0.017
C 7.173270 14.976836 14.216303 -0.83 1.37 1.40 -0.012
C 6.449258 16.053962 14.801378 2.53 -0.06 -0.64 0.010
C 7.169260 17.190200 15.242227 0.72 -2.21 -0.74 -0.007
C 8.571186 17.198678 15.174302 -0.28 -0.50 -0.21 0.005
C 9.285494 16.052713 14.777648 -0.80 2.01 0.94 0.016
C 8.642058 12.402722 14.020777 0.47 0.80 0.26 0.077
C 8.112486 11.971934 15.238802 0.33 0.80 1.16 -0.006
C 7.641248 10.714166 15.484039 -0.22 -0.95 -1.81 0.011
C 7.532059 9.832810 14.390173 0.44 0.75 -0.32 -0.002
C 7.997935 10.267434 13.157641 0.62 0.72 -0.58 0.002
C 8.631610 11.535892 12.959169 -1.04 -1.21 -0.30 -0.020
H 6.754542 14.154973 13.662085 -0.61 -0.15 0.33 0.000
H 5.409101 16.029835 14.902506 -1.43 -0.01 -0.20 0.000
H 6.657344 18.026184 15.626677 -0.55 0.85 0.37 0.000
H 9.063761 18.117069 15.430359 0.38 0.13 0.19 0.001
H 10.367834 16.038578 14.790249 -0.03 -0.07 0.01 -0.002
H 8.058582 12.608411 16.106202 0.30 0.63 -0.04 0.002
H 7.301562 10.435047 16.449011 -0.29 -0.12 0.71 0.000
H 7.070050 8.857478 14.426303 -0.02 -0.04 0.34 0.000
H 7.866952 9.629486 12.292765 0.08 -0.04 0.01 0.001
H 8.948802 11.862677 11.964448 0.05 -0.31 0.39 -0.004
C 11.904683 13.622185 17.141146 0.70 0.94 -0.28 -0.002
N 13.327035 13.983559 16.775923 -0.54 0.56 -1.30 0.004
C 14.282810 13.825193 17.856919 -0.44 -0.26 0.71 0.000
C 13.718890 14.068435 15.449479 -1.33 -1.32 -0.54 -0.021
O 12.994195 13.473961 14.561356 0.25 0.01 1.19 0.172
N 14.835609 14.685052 15.072540 1.57 0.21 0.03 0.000
C 15.484324 15.725211 15.885449 -2.56 1.47 -1.39 0.000
C 15.537419 14.379742 13.757244 -1.47 -1.45 1.87 0.077
H 11.578286 14.150241 18.040884 0.75 -0.13 0.32 0.000
H 11.786103 12.550907 17.301937 -0.03 0.00 -0.26 0.000
H 11.185643 14.045904 16.438207 0.38 -0.54 -0.56 -0.002
H 14.079824 12.830138 18.246900 0.19 -0.09 0.52 0.000
H 14.144403 14.564552 18.647197 -0.28 -0.05 0.02 0.000
H 15.335878 13.863939 17.630171 0.10 -0.03 -0.78 0.000
H 16.243316 15.387899 16.503341 1.81 -0.72 0.85 0.001
H 14.742862 16.240669 16.548986 0.46 -0.48 -0.70 0.000
H 15.810216 16.445791 15.118431 0.31 -0.01 0.76 0.000
H 15.299016 13.354289 13.486016 0.01 -0.14 0.00 -0.036
H 16.604762 14.454048 13.817839 0.46 0.33 0.48 0.002
H 15.155126 14.989881 12.997954 -0.44 1.22 -1.15 -0.015

3.
129
Properties=species:S:1:pos:R:3:forces:R:3:mulliken_charge:R:1 method="wB97M-V/def2-TZVPD" max_force_ha_per_bohr=0.1352 charge=0 lumo_energy_ev=-1.59 homo_lumo_gap_ev=7.2 total_energy_ev=-989600.8334
C -2.644242 -2.365050 -2.404504 0.24 2.07 -1.16 -1.002
C -2.666214 -1.123589 -3.128969 -0.11 -2.29 2.74 0.823
C -2.904014 0.200828 -2.296286 0.48 2.05 -1.06 1.173
C -2.670690 1.532158 -2.787854 -0.44 -1.56 1.14 -0.293
C -2.118082 1.794159 -4.270375 0.09 -0.88 0.55 0.268
F -1.771429 3.195192 -4.503825 -1.38 -3.45 0.89 -0.310
C -3.056861 1.206076 -5.440098 1.18 0.67 -1.11 -0.454
C -2.042149 0.632080 -6.585774 -0.01 0.21 -0.03 -0.787
C -2.937830 2.777420 -1.783514 -0.83 1.85 -0.19 -0.103
O -3.507830 3.839566 -2.118043 2.26 -3.94 0.99 -0.576
C -2.441122 2.513085 -0.261957 -1.12 -3.51 -0.66 0.424
Br -1.563501 3.963170 0.752713 -1.11 -1.47 -1.14 -0.114
C -2.682479 1.180859 0.226803 0.89 2.91 -0.44 0.438
C -2.182973 0.800667 1.690121 -0.57 0.15 -0.11 -1.074
C -0.568039 0.810532 1.825167 0.18 -1.15 0.37 -0.057
C 0.177628 0.266080 0.510836 -0.41 -0.28 -0.89 -0.195
S 2.057099 0.419682 0.624499 -0.21 0.11 -1.44 -0.021
C 2.570797 1.071196 -1.062470 -0.05 2.17 -1.38 -0.227
S 2.737688 2.734415 -1.314058 -0.24 -3.01 0.57 0.004
N 2.816800 0.197418 -2.232812 -0.36 -2.66 -1.78 0.430
C 1.940561 -0.900647 -2.611308 2.00 -1.95 -3.34 0.083
C 2.549798 -1.589975 -3.880010 0.27 4.14 3.55 -0.689
N 3.771103 -0.853795 -4.236196 -3.76 2.12 5.44 -0.319
C 3.870970 0.200509 -3.238888 -0.84 -2.06 -1.33 -0.231
C -3.413571 0.127918 -0.762687 -1.19 -0.76 0.32 -0.532
O -4.318589 -0.647188 -0.372661 3.48 2.69 -1.20 -0.549
H -2.380665 -3.369034 -2.903562 -0.59 1.93 0.68 0.184
H -2.838510 -2.424721 -1.271578 0.27 0.30 -2.05 0.192
H -2.477459 -1.156769 -4.264179 -0.30 0.43 2.12 -0.452
H -1.104305 1.236119 -4.329827 -1.60 0.98 0.20 0.230
H -3.774489 0.385640 -5.089681 1.06 1.44 -0.31 0.360
H -3.639071 2.068114 -5.948136 0.79 -1.36 1.25 0.408
H -1.917631 -0.504806 -6.537145 -0.28 1.56 -0.05 0.112
H -0.982222 1.083177 -6.473443 -1.81 -0.59 -0.18 0.269
H -2.432660 0.927750 -7.618863 0.59 -0.61 1.41 0.350
H -2.575887 1.604289 2.414800 0.54 -1.17 -1.13 0.294
H -2.654771 -0.194662 2.040852 0.92 1.52 -0.80 0.372
H -0.176203 1.825109 2.183843 -0.58 -1.46 -0.89 0.142
H -0.333567 0.058429 2.673431 -0.28 1.27 -1.28 0.244
H -0.018070 -0.860441 0.320217 0.06 1.88 0.50 0.282
H -0.108996 0.819560 -0.455157 0.25 -0.63 1.60 0.004
H 0.976452 -1.227412 -2.099522 1.71 0.90 -0.48 0.246
H 2.151385 -2.520298 -4.454419 1.41 3.22 1.13 0.307
H 4.709133 0.982038 -3.219405 -1.50 -1.43 0.04 0.253
C 0.466768 1.707821 6.121301 0.10 -0.10 0.20 0.095
Cl -1.170177 1.979913 5.483623 0.24 0.00 0.05 -0.097
Cl 0.420336 0.413230 7.337060 -0.12 0.30 -0.36 0.058
Cl 1.552642 1.236774 4.798107 -0.11 0.06 0.18 -0.041
Cl 1.068006 3.201982 6.862054 -0.54 -0.78 0.04 -0.016
C 7.453274 0.112986 -5.811291 -0.17 -0.41 -0.28 0.283
Cl 5.870365 -0.604426 -5.438935 1.22 0.56 -0.29 0.133
Cl 7.535164 1.735043 -5.098133 0.04 -0.14 -0.15 -0.066
Cl 8.743769 -0.904772 -5.128925 -0.19 0.20 0.03 -0.123
Cl 7.658671 0.228438 -7.575102 -0.14 0.14 0.24 -0.104
C 0.526676 6.753784 4.676264 -0.03 0.16 0.07 0.144
Cl -1.027103 7.099611 5.464735 0.31 -0.10 -0.13 -0.025
Cl 1.571664 5.857835 5.805950 -0.11 0.84 -0.66 -0.049
Cl 0.230075 5.802348 3.198836 0.20 0.08 0.40 -0.003
Cl 1.323263 8.280203 4.237194 -0.15 -0.24 0.04 -0.107
C 1.481704 -5.473092 -5.501448 -0.03 -0.32 -0.19 0.239
Cl 0.205694 -6.679459 -5.231939 0.24 0.19 -0.04 -0.074
Cl 3.070707 -6.258273 -5.393807 -0.32 0.21 0.03 -0.092
Cl 1.287534 -4.753104 -7.112985 0.24 -0.15 0.31 -0.068
Cl 1.369120 -4.198911 -4.261587 0.02 -2.01 0.13 -0.151
C 1.214845 -3.731822 7.799978 0.01 -0.12 -0.10 0.218
Cl 0.013899 -4.982144 8.188819 0.38 0.47 -0.17 0.034
Cl 2.849451 -4.406053 7.971713 -0.30 0.15 -0.02 -0.083
Cl 0.974705 -3.178382 6.128593 0.05 -0.06 0.30 -0.063
Cl 1.020989 -2.358086 8.912127 -0.23 -0.48 0.03 -0.149
C -3.210496 9.477974 8.046515 0.04 0.07 0.02 0.353
Cl -2.297778 9.096720 9.522418 -0.16 0.05 -0.27 -0.093
Cl -3.804845 7.972119 7.312406 0.06 0.23 0.12 -0.093
Cl -4.589133 10.521313 8.455299 0.23 -0.20 -0.07 -0.096
Cl -2.150943 10.320334 6.895793 -0.20 -0.14 0.21 -0.084
C -2.585013 -4.084138 -6.287346 -0.08 0.05 -0.09 0.215
Cl -3.896565 -2.884050 -6.297933 0.16 -0.17 0.00 -0.068
Cl -1.213078 -3.453516 -5.344267 -0.87 -0.07 -0.54 0.080
Cl -3.169902 -5.590487 -5.549033 0.06 0.32 -0.10 -0.086
Cl -2.065406 -4.404927 -7.955174 -0.17 0.08 0.32 -0.089
C -3.008926 -7.855860 7.968039 0.04 -0.06 -0.09 0.393
Cl -4.544713 -7.821037 8.868518 0.36 0.19 -0.09 -0.118
Cl -1.697920 -7.277449 9.018968 -0.43 -0.36 -0.07 -0.071
Cl -2.656602 -9.516695 7.447709 0.14 0.42 0.07 -0.080
Cl -3.134110 -6.802588 6.542834 0.01 -0.17 0.28 -0.106
C -0.404291 6.721958 -5.917296 -0.20 -0.13 0.33 0.226
Cl -1.716808 7.916634 -6.001594 0.06 -0.52 0.10 -0.037
Cl 0.940820 7.396329 -4.971043 -0.46 0.18 0.03 -0.091
Cl -0.992682 5.241402 -5.134993 0.62 1.48 -0.72 0.229
Cl 0.150245 6.335788 -7.568688 -0.41 0.20 0.16 -0.141
C 10.215668 -2.433448 -9.120040 0.04 0.07 0.09 0.327
Cl 10.613048 -1.212066 -7.893987 0.21 -0.37 -0.39 -0.052
Cl 9.444421 -1.644569 -10.513426 0.11 -0.12 0.22 -0.095
Cl 11.703289 -3.248896 -9.649608 -0.24 0.11 0.06 -0.105
Cl 9.100355 -3.628896 -8.424137 0.17 0.22 -0.11 -0.081
C -1.546415 11.514534 -7.907074 0.14 -0.03 0.02 0.339
Cl -3.145741 10.808740 -7.585735 0.23 0.11 -0.05 -0.110
Cl -1.469794 13.147956 -7.211475 -0.03 -0.27 -0.12 -0.096
Cl -0.291281 10.497120 -7.169920 -0.07 0.53 -0.29 -0.047
Cl -1.281173 11.605106 -9.661754 -0.06 -0.02 0.29 -0.097
C -3.221226 -5.393578 12.425667 0.00 -0.02 0.01 0.306
Cl -4.647696 -4.799673 11.548317 0.25 -0.11 0.13 -0.089
Cl -1.746868 -4.793759 11.633664 -0.24 -0.07 0.14 -0.033
Cl -3.271356 -4.809125 14.102717 0.01 -0.10 -0.30 -0.100
Cl -3.219000 -7.171215 12.418169 0.00 0.32 0.02 -0.079
C 6.523980 3.905547 -0.718458 0.01 0.05 0.00 0.236
Cl 5.184811 5.070274 -0.737421 0.24 -0.10 0.04 -0.081
Cl 7.882912 4.572850 0.211401 -0.25 -0.12 -0.16 -0.100
Cl 5.981262 2.389326 0.032686 0.16 0.21 -0.07 -0.075
Cl 7.040827 3.587203 -2.383873 -0.08 0.03 0.29 -0.019
C -6.287095 -12.080346 7.330615 -0.11 -0.06 0.07 0.251
Cl -7.923619 -11.786885 6.705654 0.31 -0.52 0.41 -0.060
Cl -6.340779 -13.367240 8.555341 0.04 0.20 -0.19 -0.105
Cl -5.223597 -12.576511 5.995976 -0.16 0.10 0.20 -0.104
Cl -5.658789 -10.589098 8.064493 -0.42 -0.50 -0.19 0.020
C 4.728740 0.517219 8.172921 0.09 -0.01 -0.01 0.186
Cl 5.803607 0.106651 6.818545 -0.18 0.07 0.21 -0.102
Cl 5.679309 0.631584 9.670154 -0.15 -0.02 -0.24 -0.104
Cl 3.938656 2.076091 7.850763 0.25 -0.40 0.08 -0.029
Cl 3.491498 -0.744468 8.350776 0.55 0.41 -0.02 0.043
C -9.022968 -9.188308 3.679388 0.10 0.09 0.01 0.316
Cl -8.245786 -9.913027 2.255272 -0.13 0.11 0.24 -0.095
Cl -7.891866 -9.214761 5.048664 -0.22 0.45 -0.56 -0.018
Cl -9.476728 -7.509023 3.316343 0.05 -0.28 0.04 -0.100
Cl -10.478723 -10.118218 4.097138 0.24 0.13 -0.05 -0.103
C 4.588621 5.449854 -6.200510 -0.06 -0.02 -0.08 0.133
Cl 2.976454 5.904606 -6.794260 0.95 -0.41 -0.02 0.022
Cl 4.440625 4.083357 -5.073234 -0.01 0.23 -0.16 0.068
Cl 5.615941 4.977724 -7.571981 -0.12 0.06 0.24 -0.100
Cl 5.322363 6.833645 -5.359796 -0.10 -0.21 -0.10 -0.113